Entry i
Molecular formula: C2H3NOS2
Method: DFT, ωB97M-V with the def2-TZVPD basis set

Geometry (Å):
H  -1.007  1.322  0.671
N  -1.000  1.592  -0.304
C  -0.331  0.851  -1.085
O  0.360  -0.343  -0.773
C  0.315  -1.021  0.417
S  0.617  -0.163  1.986
S  1.823  -1.543  1.105
H  -0.259  1.081  -2.228
H  -0.518  -1.776  0.211

Summary:
Highest occupied orbital energy   -8.7 eV
Net charge   0
SMILES   [H]/N=C\OC1SS1
LUMO level   -0.15 eV

***

Entry ii
Molecular formula: C2H3NOS2
Method: DFT, ωB97M-V with the def2-TZVPD basis set

Geometry (Å):
O  1.852  -0.225  1.286
N  0.875  0.655  1.580
C  0.055  1.008  0.661
S  0.161  0.527  -1.060
C  -1.040  -0.731  -1.125
S  -1.399  -1.563  -2.469
H  1.787  -0.476  0.345
H  -0.727  1.709  0.963
H  -1.564  -0.904  -0.183

Summary:
Highest occupied orbital energy   -9.3 eV
Net charge   0
SMILES   O/N=C\SC=S
LUMO level   -0.75 eV

***

Entry iii
Molecular formula: C2H3NOS2
Method: DFT, ωB97M-V with the def2-TZVPD basis set

Geometry (Å):
O  -0.671  -0.241  -2.148
C  -0.597  0.385  -0.965
S  -1.655  1.533  -0.421
C  0.476  -0.080  -0.090
N  0.401  0.017  1.215
S  1.525  -0.604  2.226
H  -1.542  -0.014  -2.662
H  1.354  -0.596  -0.695
H  0.708  -0.398  3.540

Summary:
Highest occupied orbital energy   -8.8 eV
Net charge   0
SMILES   OC(=S)/C=N/S
LUMO level   -0.78 eV

***

Most favorable first, least favorable last: entry i, entry iii, entry ii

***

Entry i
Molecular formula: C2H3NOS2
Method: DFT, ωB97M-V with the def2-TZVPD basis set

Geometry (Å):
O  -0.349  1.198  -1.356
C  0.145  0.627  -0.427
C  0.038  -0.931  -0.296
S  1.235  -1.456  1.006
S  1.271  0.334  2.165
N  0.882  1.226  0.523
H  -1.100  -1.114  -0.091
H  0.417  -1.457  -1.125
H  0.588  2.146  0.520

Summary:
Highest occupied orbital energy   -8.9 eV
Net charge   0
SMILES   O=C1CSSN1
LUMO level   -0.53 eV

***

Entry ii
Molecular formula: C2H3NOS2
Method: DFT, ωB97M-V with the def2-TZVPD basis set

Geometry (Å):
S  0.085  -2.723  0.933
N  0.011  -1.204  0.548
C  0.279  -0.494  -0.482
C  -0.003  0.977  -0.446
O  -0.940  1.222  0.568
S  -0.624  0.311  1.910
H  0.716  -0.933  -1.363
H  0.936  1.532  -0.286
H  -0.461  1.314  -1.381

Summary:
Highest occupied orbital energy (alpha / beta)   -8.3 / -8.3 eV
Net charge   0
SMILES   [S-][N+]1=CCOS1
LUMO level (alpha / beta)   -1.20 / -1.19 eV

***

Most favorable first, least favorable last: entry i, entry ii